(1)
C8H12O4PtS3 as an isolated structure, computed with ωB97M-V/def2-TZVPD.

## Properties
Molecular weight (g mol⁻¹): 463.46
Kohn-Sham gap (spin up / spin down) (eV): 4.39 / 4.39

Element x y z (Å)
H  -2.732  -1.159  -1.487
O  1.432  -0.028  -2.645
C  3.952  -0.010  -2.097
S  0.975  -0.015  1.924
C  -1.789  -0.627  -1.343
O  3.561  -0.010  -0.949
Pt  1.274  -0.014  -0.400
S  -0.622  1.835  -0.607
C  -0.402  1.186  2.200
H  -0.199  1.640  3.171
O  4.954  -0.009  -2.735
O  2.841  -0.007  -4.407
H  -1.341  -0.432  -2.319
C  -1.076  -1.910  1.166
C  0.086  -1.616  2.104
S  -0.614  -1.834  -0.616
H  -1.925  -1.249  1.328
H  -2.838  1.207  -1.217
H  0.420  2.897  1.191
H  -2.433  0.570  0.377
C  -0.490  2.297  1.166
H  -1.331  0.625  2.278
H  -1.343  2.939  1.394
H  -1.402  -2.935  1.346
C  2.475  -0.015  -3.276
C  -2.065  0.694  -0.641
H  -0.246  -1.666  3.141
H  0.877  -2.353  1.954

These are the Mulliken partial charges, in e, on atoms 1 to 8: 0.510 -0.674 0.572 -0.118 -0.749 -0.644 0.749 -0.071

***

(2)
C8H12O8Pt as an isolated structure, computed with ωB97M-V/def2-TZVPD.

## Properties
<S²>: 2.02
Spin multiplicity: 3
Molecular weight (g mol⁻¹): 431.25
Kohn-Sham gap (spin up / spin down) (eV): 3.50 / 1.80
Total charge: -2

Element x y z (Å)
C  -2.073  2.328  4.344
C  4.281  4.977  -0.818
H  5.360  4.851  -0.907
H  0.635  -6.668  2.293
H  -2.235  -0.658  -6.586
H  -2.330  -2.477  -6.437
Pt  0.511  0.184  -0.659
O  3.836  2.502  -0.630
C  3.483  3.731  -0.541
H  2.082  -5.769  2.447
C  -2.502  -1.511  -5.962
O  -2.480  -1.390  -3.601
C  -1.819  -1.201  -4.632
O  -2.514  1.323  2.227
O  1.074  -3.926  0.978
O  -4.130  1.348  3.636
H  4.077  5.784  -0.113
H  0.897  -5.533  3.614
O  2.316  3.921  -0.208
H  -3.575  -1.340  -5.865
H  -1.908  3.356  4.023
C  0.371  -4.527  1.822
O  -0.803  -4.246  2.182
O  -0.688  -0.692  -4.549
C  -2.981  1.660  3.348
H  -1.113  1.825  4.458
H  3.840  5.454  -1.693
C  1.000  -5.670  2.538
H  -2.610  2.361  5.292

These are the Mulliken partial charges, in e, on atoms 1 to 8: -0.712 -0.850 0.273 0.270 0.249 0.204 0.844 -0.768

***

(3)
One molecule with the formula C8H12OS, computed with ωB97M-V/def2-TZVPD.

## Properties
SMILES: CC1=C(C)SC(C)=C(C)O1
Molecular weight (g mol⁻¹): 156.25
Kohn-Sham gap (eV): 8.10

Element x y z (Å)
C  -1.640  -0.862  0.364
O  0.055  0.871  -0.058
C  2.830  -1.703  -0.407
C  -1.292  0.404  0.161
C  -2.893  -1.493  0.552
H  1.906  2.489  -0.275
H  -1.532  2.388  0.368
H  3.205  1.367  -1.049
H  1.513  1.780  -1.901
S  0.051  -1.901  0.182
C  -2.212  1.535  -0.008
H  -2.578  1.415  -0.982
C  1.658  -0.886  -0.211
H  -3.573  -0.786  0.190
H  2.437  -2.432  -1.213
C  1.302  0.369  -0.279
H  2.998  -2.323  0.497
H  -3.045  1.612  0.689
C  2.048  1.493  -0.917
H  -2.957  -2.387  -0.051
H  3.741  -1.181  -0.746
H  -3.077  -1.774  1.588

These are the Mulliken partial charges, in e, on atoms 1 to 8: 0.645 -0.340 -1.189 0.358 -1.213 0.259 0.342 0.304

***

(4)
One molecule with the formula C8H12P2, computed with ωB97M-V/def2-TZVPD.

## Properties
SMILES: C1=PC(C2CCCC2)=[PH]=C1
Molecular weight (g mol⁻¹): 170.13
Kohn-Sham gap (eV): 8.53

Element x y z (Å)
H  -1.225  -3.368  3.881
H  -0.841  1.546  1.422
H  1.977  -2.127  1.177
H  -1.527  2.005  -0.170
C  -0.534  -1.334  0.871
P  -1.777  -1.599  2.051
H  0.761  -0.752  -1.546
H  -0.103  1.828  -2.409
H  1.397  1.507  0.523
H  0.711  2.957  -0.225
H  -0.629  -0.262  -2.590
H  1.673  1.328  -2.019
C  0.549  1.371  -1.720
C  -0.868  -2.957  2.871
C  -0.111  -0.008  -1.646
H  0.836  -4.157  2.694
C  0.181  -3.407  2.265
C  -0.764  1.430  0.346
C  0.626  1.852  -0.175
C  -0.947  0.014  -0.345
P  0.647  -2.665  0.721
H  -2.010  -0.226  -0.745

These are the Mulliken partial charges, in e, on atoms 1 to 8: 0.262 0.422 0.048 0.304 -0.013 -0.046 0.061 0.319

***

(5)
One molecule with the formula C8H13BN2O2, computed with ωB97M-V/def2-TZVPD.

## Properties
Molecular weight (g mol⁻¹): 180.02
Kohn-Sham gap (spin up / spin down) (eV): 7.45 / 7.45

Element x y z (Å)
H  3.080  2.712  0.329
C  -1.349  1.654  0.571
C  1.303  -1.411  0.357
B  2.750  0.920  0.161
H  1.540  -3.462  0.073
H  4.203  1.647  -1.187
H  2.965  -2.689  0.922
H  -1.815  1.919  1.571
H  -3.150  2.045  -0.296
H  2.814  -2.547  -0.889
C  2.252  -2.669  0.108
O  2.535  2.062  0.783
C  -2.295  1.433  -0.564
N  -0.504  0.515  0.797
H  -1.772  1.633  -1.523
H  -2.920  -1.083  1.088
C  -2.798  -0.064  -0.726
H  -2.093  -2.105  -0.040
C  1.843  -0.228  0.249
H  -2.561  -0.292  -1.781
N  0.023  -1.734  0.372
C  -2.221  -1.074  0.265
C  -0.809  -0.705  0.518
H  -0.661  2.541  0.273
H  -3.894  -0.015  -0.493
O  3.533  0.998  -0.938

These are the Mulliken partial charges, in e, on atoms 1 to 8: 0.283 -0.536 0.680 0.331 0.375 0.295 0.338 0.346

***

(6)
One molecule with the formula C8H13Br2, computed with ωB97M-V/def2-TZVPD.

## Properties
<S²>: 0.75
Spin multiplicity: 2
Molecular weight (g mol⁻¹): 269.00
Kohn-Sham gap (spin up / spin down) (eV): 8.70 / 7.72

Element x y z (Å)
C  3.732  -1.300  -0.624
C  3.713  -2.332  -1.689
H  4.790  0.560  1.584
H  4.407  -3.153  -1.478
C  4.103  0.092  -0.964
H  5.205  0.187  -0.892
H  3.147  -2.709  0.810
C  3.703  0.684  1.448
H  2.432  1.213  -0.200
H  2.071  1.654  2.391
H  3.052  -1.092  2.670
H  3.844  0.300  -2.016
C  3.499  1.126  0.014
C  3.336  -1.657  0.611
Br  0.526  -0.485  -0.844
C  3.162  1.661  2.478
H  3.994  -1.891  -2.647
H  3.398  1.369  3.509
H  3.559  2.664  2.292
Br  0.993  -0.455  1.670
H  4.001  2.086  -0.141
C  3.001  -0.683  1.649
H  2.696  -2.735  -1.783

These are the Mulliken partial charges, in e, on atoms 1 to 8: 1.097 -1.509 0.303 0.346 -0.701 0.302 0.315 0.452

***

(7)
One molecule with the formula C8H13BrSi, computed with ωB97M-V/def2-TZVPD.

## Properties
Molecular weight (g mol⁻¹): 217.18
Kohn-Sham gap (spin up / spin down) (eV): 7.05 / 8.78

Element x y z (Å)
C  -1.627  -0.705  0.946
H  -0.904  2.402  -1.572
H  -1.021  1.993  2.620
C  2.237  0.015  0.385
Si  -0.686  0.847  0.453
H  -2.389  1.953  1.761
H  3.602  -1.073  -1.117
H  -2.359  1.548  -1.132
Br  -0.664  -2.384  -2.629
C  1.708  -2.020  -1.157
H  2.164  -3.096  -1.397
H  3.190  -2.095  0.346
H  -2.450  -0.991  0.151
H  2.990  0.594  0.861
H  -1.125  0.806  -2.116
C  2.685  -1.263  -0.320
H  -1.056  -1.527  1.141
C  0.512  -1.679  -1.458
C  1.110  0.557  0.701
C  -1.346  1.456  -1.196
C  -1.401  2.202  1.672
H  -2.062  -0.665  1.912
H  -1.107  3.122  1.144

These are the Mulliken partial charges, in e, on atoms 1 to 8: -1.246 0.335 0.350 0.178 0.530 0.360 0.263 0.357

***

(8)
A 2-piece molecular cluster, C8H13Cl2NO2 overall, computed with ωB97M-V/def2-TZVPD.

## Properties
Molecular weight (g mol⁻¹): 226.10
Kohn-Sham gap (spin up / spin down) (eV): 7.58 / 7.12

Element x y z (Å)
H  -1.717  -1.037  1.466
C  -1.060  1.026  0.791
O  4.504  2.127  0.375
C  -1.382  -0.892  -0.667
H  0.522  -1.773  -1.486
H  0.829  0.919  -1.271
Cl  2.978  -1.392  -1.483
C  3.224  1.906  -1.325
O  2.665  3.224  0.443
Cl  1.796  2.316  -2.336
H  0.608  0.136  1.716
C  0.911  0.079  -0.453
N  3.456  2.512  -0.121
C  2.357  -0.295  -0.391
H  -2.882  -0.129  0.647
C  -1.810  -0.304  0.639
C  0.107  -1.212  -0.641
H  -1.472  1.504  1.786
H  -1.722  -0.102  -1.459
H  1.101  1.706  1.023
H  0.188  -2.005  0.122
C  0.497  0.822  0.815
H  2.835  -0.020  0.652
H  -1.155  1.800  -0.002
H  4.059  1.410  -1.805
H  -1.977  -1.760  -0.834

These are the Mulliken partial charges, in e, on atoms 1 to 8: 0.305 -0.677 -0.598 -0.629 0.508 -0.322 -0.110 -0.457

***

(9)
An isolated ion of composition C8H13ClN5 and charge +1, computed with ωB97M-V/def2-TZVPD.

## Properties
SMILES: NC(N)=[NH+][C@@](N)(NCl)c1ccccc1
Molecular weight (g mol⁻¹): 214.68
Kohn-Sham gap (eV): 9.70
Total charge: +1

Element x y z (Å)
H  1.157  -2.385  1.229
N  0.673  -2.329  0.334
H  1.085  0.954  -2.028
H  -2.362  2.237  1.309
H  -2.058  0.252  -3.404
H  0.019  1.497  -3.262
C  0.309  1.078  3.116
C  0.728  0.102  2.166
H  -1.141  2.450  3.553
N  1.954  -0.608  -0.685
Cl  2.650  0.787  -0.071
H  -2.194  -1.199  -2.588
H  2.614  -1.373  -0.706
C  -1.014  0.862  0.671
H  -0.824  -1.945  -1.501
H  1.580  -0.643  2.255
H  0.997  -3.028  -0.312
C  -0.440  -0.303  -2.292
C  0.661  -0.989  -0.137
N  -1.550  -0.545  -3.052
H  0.953  1.133  4.046
N  0.251  0.776  -2.550
C  0.110  0.039  0.943
N  -0.253  -1.143  -1.314
C  -1.518  1.657  1.642
H  -1.565  0.846  -0.216
C  -0.822  1.821  2.853

These are the Mulliken partial charges, in e, on atoms 1 to 8: 0.309 -0.670 0.174 0.395 0.272 0.266 -0.680 -0.238

***

(10)
C8H13FN4O5Tm as an isolated structure, computed with ωB97M-V/def2-TZVPD.

## Properties
<S²>: 2.00
Spin multiplicity: 3
Molecular weight (g mol⁻¹): 433.15
Kohn-Sham gap (spin up / spin down) (eV): 6.75 / 6.75
Total charge: -1

Element x y z (Å)
H  1.065  -0.792  -1.727
N  0.823  1.470  1.086
H  -5.054  -0.066  -0.931
F  0.535  -2.727  -0.057
N  2.495  -0.497  1.219
H  -4.375  1.562  -0.752
H  -1.210  1.233  -3.393
H  0.041  2.016  0.736
H  -4.483  0.827  -2.387
C  -1.785  0.288  -3.224
H  0.781  1.411  2.087
H  2.943  -2.601  1.919
H  3.963  -1.263  2.572
O  2.367  -1.834  4.460
C  2.957  -1.503  2.095
N  -2.827  -0.123  0.369
H  -1.198  -0.549  -3.698
C  1.874  -1.564  3.386
H  2.589  2.660  0.756
H  2.033  1.655  -0.630
O  4.378  0.704  0.873
H  -2.799  0.345  -3.637
O  0.401  -0.170  -2.068
N  -0.686  -0.222  -1.128
C  -1.818  0.022  -1.783
O  0.625  -1.281  3.091
Tm  0.186  -1.041  0.950
O  -1.861  -0.925  0.759
C  2.113  1.709  0.455
C  3.154  0.594  0.873
C  -4.285  0.607  -1.327
C  -2.942  0.055  -0.941

These are the Mulliken partial charges, in e, on atoms 1 to 8: 0.403 -0.455 0.282 -0.711 -0.146 0.234 0.267 0.170

***

What is the molecular weight in the tenth record? 433.15 g mol⁻¹